No. 1
The following is a quantum chemistry calculation of C15H31IMnP2 as an isolated structure at a distorted geometry, from the OMol25 dataset.

The largest force on an atom is 2.4 eV Å⁻¹. The spin multiplicity is 6. As for the net charge: 0. Its LUMO energy (spin up / spin down) is 0.36 / 0.27 eV. The calculation puts the total energy at -74053.2674 eV.

Each line ends with the Mulliken spin population.
Element x y z (Å)
P1 0.9816 1.8678 1.2688  -0.044
P2 0.3753 -1.2043 2.2201  -0.016
C1 0.4096 0.5904 0.0620  0.010
C2 -0.3708 -0.5693 0.6919  -0.058
H1 1.2692 0.2237 -0.5239  0.033
H2 -0.2284 1.1314 -0.6406  0.002
H3 -1.4190 -0.2810 0.8659  0.014
H4 -0.3942 -1.4022 -0.0084  0.004
C3 1.6679 -2.4075 1.7936  0.021
H5 2.0438 -2.8563 2.7242  0.004
H6 2.5148 -1.9141 1.2972  0.001
H7 1.2500 -3.1817 1.1396  0.002
C4 -0.8475 -2.0509 3.2326  0.014
H8 -1.3280 -2.8430 2.6415  0.003
H9 -1.5973 -1.3299 3.5876  -0.002
H10 -0.3361 -2.4755 4.1081  0.004
C5 2.3457 2.8407 0.5813  0.029
H11 2.6076 3.6293 1.3042  0.002
H12 2.0692 3.2874 -0.3844  0.009
H13 3.2257 2.1939 0.4595  -0.006
C6 -0.4010 3.0320 1.5405  0.027
H14 -1.2214 2.5383 2.0806  0.007
H15 -0.7802 3.4570 0.6000  0.000
H16 -0.0253 3.8425 2.1843  0.008
Mn1 1.3947 0.6240 3.0694  4.767
C7 -1.9209 -1.7927 -1.7518  0.001
C8 -0.6797 -2.2446 -2.0028  0.000
C9 0.0633 -2.1126 -3.2998  0.001
C10 -0.1193 -0.7444 -4.0191  0.000
C11 -0.1215 0.4539 -3.1103  0.003
C12 -1.2177 0.9946 -2.5554  0.001
C13 -2.6270 0.5011 -2.6876  0.002
C14 -2.7854 -1.0477 -2.7249  -0.001
C15 2.1749 2.1996 3.9767  0.049
H17 -2.4049 -2.0312 -0.7986  0.001
H18 -0.1492 -2.8605 -1.2692  0.000
H19 -0.2256 -2.9059 -4.0178  0.000
H20 1.1340 -2.2788 -3.0781  0.000
H21 0.7026 -0.6547 -4.7480  0.000
H22 -1.0460 -0.7862 -4.6106  0.000
H23 0.8504 0.9455 -2.9929  0.001
H24 -1.1572 1.9571 -2.0355  -0.002
H25 -3.1126 0.9081 -3.5966  0.000
H26 -3.1924 0.9153 -1.8312  0.000
H27 -3.8445 -1.2638 -2.5111  0.000
H28 -2.6061 -1.3900 -3.7543  0.000
H29 1.7702 2.1691 5.0000  0.007
H30 1.9559 3.1622 3.4875  -0.011
H31 3.2614 2.0168 4.0125  0.013
I1 2.0915 -0.8524 5.0234  0.101



No. 2
The following is a quantum chemistry calculation of a 7-piece molecular cluster, C15H31IN7O15 overall at a distorted geometry, from the OMol25 dataset.

The largest force on an atom is 4.4 eV Å⁻¹. The spin multiplicity is 1. As for the net charge: +1. Its LUMO energy is -4.26 eV. The calculation puts the total energy at -65273.3211 eV.

Each line ends with the Löwdin charge.
Element x y z (Å)
O1 -3.5927 -4.7985 2.8226  -0.125
C1 -4.5328 -4.4533 1.7493  -0.187
C2 -4.7211 -2.8467 1.6683  -0.174
O2 -4.5719 -2.2960 0.3354  -0.139
C3 -3.1943 -2.3571 -0.1110  -0.215
O3 -2.6699 -1.0267 -0.4430  -0.135
C4 -1.5920 -1.2852 -1.3901  -0.208
C5 -0.3709 -0.2646 -1.2512  -0.096
C6 -0.4291 1.1401 -0.6020  0.087
C7 0.9043 1.9595 -0.5505  0.038
N1 2.1562 1.4489 -1.0704  0.058
C8 2.2598 0.1547 -1.7013  -0.043
C9 1.0124 -0.7628 -1.8401  -0.541
I1 1.2287 -2.6878 -2.8385  0.912
H1 -2.7103 -4.3968 2.6384  0.047
H2 -4.1894 -4.8306 0.7259  0.124
H3 -5.5133 -4.9879 2.0473  0.138
H4 -3.9770 -2.3839 2.4021  0.126
H5 -5.8149 -2.6430 1.9796  0.143
H6 -3.2039 -3.0547 -1.0370  0.157
H7 -2.5379 -2.8611 0.7028  0.152
H8 -1.9811 -1.2805 -2.4817  0.163
H9 -1.1669 -2.3251 -1.1035  0.090
H10 -1.4201 1.5421 -0.1983  0.110
H11 0.9160 3.0084 -0.0831  0.110
H12 3.0112 2.0303 -1.0124  0.133
H13 3.2539 -0.2528 -2.1087  0.131
C10 -0.4690 -6.4096 4.6787  0.053
N2 -0.0790 -5.0007 4.4096  -0.433
O4 -0.6414 -4.4277 3.4871  0.033
O5 0.7753 -4.5183 5.1304  0.078
H14 -1.2352 -6.7044 3.9634  0.096
H15 0.4228 -7.0248 4.5648  0.104
H16 -0.8539 -6.4551 5.6967  0.108
C11 2.6804 6.8702 -0.3961  0.044
N3 2.0937 5.5123 -0.5372  -0.417
O6 2.4790 4.8256 -1.4707  0.052
O7 1.2632 5.1782 0.2963  0.040
H17 3.3962 7.0285 -1.1984  0.084
H18 1.8648 7.5891 -0.4601  0.105
H19 3.1731 6.9152 0.5750  0.110
C12 -4.0091 0.7600 2.4559  0.036
N4 -3.8205 2.2281 2.3154  -0.438
O8 -4.3798 2.9446 3.1248  0.089
O9 -3.1139 2.6085 1.3921  0.034
H20 -4.6546 0.5696 3.3116  0.100
H21 -4.4695 0.3979 1.5368  0.097
H22 -3.0259 0.3155 2.6078  0.100
C13 3.7832 -6.6261 -3.9005  0.043
N5 2.9833 -5.9225 -4.9373  -0.447
O10 1.7882 -5.7729 -4.7213  0.010
O11 3.5798 -5.5455 -5.9298  0.077
H23 3.1259 -6.9032 -3.0781  0.095
H24 4.2155 -7.5121 -4.3641  0.106
H25 4.5578 -5.9394 -3.5609  0.101
C14 0.6486 7.6655 -4.6047  0.048
N6 1.3846 8.3956 -3.5396  -0.428
O12 2.3487 7.8354 -3.0364  0.032
O13 0.9715 9.5028 -3.2452  0.083
H26 1.1251 6.6993 -4.7615  0.095
H27 -0.3791 7.5387 -4.2661  0.103
H28 0.6952 8.2700 -5.5097  0.105
C15 3.2308 1.7531 2.6292  0.053
N7 4.0788 2.8439 2.0798  -0.428
O14 4.0053 3.0664 0.8766  0.024
O15 4.7864 3.4383 2.8685  0.103
H29 2.6549 1.3126 1.8171  0.073
H30 3.8949 1.0142 3.0762  0.109
H31 2.5705 2.1943 3.3751  0.110



No. 3
The following is a quantum chemistry calculation of C15H31N2O3PSTa as an isolated structure at a distorted geometry, from the OMol25 dataset.

The largest force on an atom is 9.1 eV Å⁻¹. The spin multiplicity is 1. As for the net charge: -1. Its LUMO energy is 2.60 eV. The calculation puts the total energy at -46847.2760 eV.

Each line ends with the Löwdin charge.
Element x y z (Å)
C1 3.6663 -4.8022 1.3246  0.010
C2 2.6564 -4.9131 0.4696  -0.123
C3 1.3510 -4.9100 -0.5137  -0.217
C4 0.7082 -3.4283 -0.3976  -0.354
C5 -0.8558 -3.3347 -0.8049  -0.402
Ta1 -1.6170 -1.2906 0.0838  1.603
C6 -3.7997 -2.0399 0.2053  -0.409
C7 -4.0273 -3.1734 1.3492  -0.406
N1 -3.8513 -2.6863 2.7543  -0.084
C8 -2.2624 0.8445 0.8401  -0.401
C9 -1.9691 2.0084 -0.2896  -0.338
C10 -0.9766 3.1724 0.2408  -0.231
P1 0.7971 3.0415 -0.4949  0.731
O1 0.9317 1.9141 -1.5461  -0.356
O2 1.8095 2.6931 0.8696  -0.289
C11 3.2053 3.0026 0.5832  -0.287
C12 4.1543 2.1441 1.6123  -0.085
O3 1.2094 4.5146 -1.2839  -0.299
C13 0.7733 4.5112 -2.6845  -0.291
C14 1.9473 4.0522 -3.7167  -0.105
N2 0.4784 -0.5472 0.2751  -0.152
C15 0.8069 -0.4665 1.5778  -0.837
S1 1.3620 -0.9256 3.1125  0.460
H1 4.4418 -4.2630 1.9972  0.036
H2 1.6497 -5.1247 -1.6143  0.107
H3 0.6600 -5.7461 -0.0941  0.107
H4 0.7682 -3.1360 0.7312  0.070
H5 1.3707 -2.7319 -1.0555  0.111
H6 -1.4996 -4.2227 -0.4501  0.030
H7 -0.9019 -3.2010 -1.9499  0.022
H8 -1.7923 -0.6599 -1.6478  -0.126
H9 -1.4020 -1.9159 1.8438  -0.083
H10 -4.0502 -2.5621 -0.8095  0.045
H11 -4.5195 -1.1572 0.4079  0.033
H12 -3.2769 -4.0517 1.1758  0.080
H13 -5.0849 -3.6463 1.2590  0.095
H14 -4.7728 -2.5547 3.2294  0.052
H15 -3.4006 -1.7587 2.8063  0.015
H16 -3.3504 0.8437 1.2111  0.019
H17 -1.5137 1.0865 1.7048  0.023
H18 -3.0048 2.5165 -0.4768  0.097
H19 -1.6086 1.5511 -1.2793  0.037
H20 -1.3988 4.2113 -0.0398  0.086
H21 -0.9286 3.1567 1.4072  0.096
H22 3.4271 2.7369 -0.5283  0.117
H23 3.4473 4.1195 0.7390  0.113
H24 4.9122 2.8659 2.0986  0.065
H25 4.7308 1.3202 1.0288  0.082
H26 3.5212 1.6757 2.4651  0.072
H27 -0.1674 3.8823 -2.8812  0.114
H28 0.4979 5.6163 -2.9438  0.122
H29 1.5204 3.7399 -4.7446  0.079
H30 2.7300 4.9039 -3.8552  0.076
H31 2.4981 3.1246 -3.3015  0.072



No. 4
The following is a quantum chemistry calculation of a 2-piece molecular cluster, C15H31N2O5P overall at a distorted geometry, from the OMol25 dataset.

The largest force on an atom is 7.8 eV Å⁻¹. The spin multiplicity is 2. As for the net charge: -1. Its LUMO energy (spin up / spin down) is 2.63 / 1.85 eV. The calculation puts the total energy at -38559.3258 eV.

Each line ends with the Mulliken spin population.
Element x y z (Å)
C1 -6.3712 1.6597 -1.0622  0.000
C2 -5.3684 2.9782 -1.1400  0.000
C3 -6.2263 4.1611 -1.9073  0.000
C4 -3.9718 2.5576 -1.9583  0.000
N1 -2.7348 2.5973 -1.0890  0.000
C5 -2.2704 1.2118 -0.6693  0.000
C6 -1.7431 0.2690 -1.9104  0.000
O1 -0.4063 0.3165 -2.1665  0.000
O2 -2.5707 -0.6099 -2.7506  0.000
P1 -3.5418 0.3060 0.4902  0.000
O3 -3.9439 -1.2741 -0.1210  0.000
O4 -2.8192 0.1011 2.0975  0.000
H1 -6.2466 1.2222 0.0408  0.000
H2 -6.0700 0.7979 -1.7943  0.000
H3 -7.5085 1.9469 -1.1576  0.000
H4 -5.1221 3.2674 -0.0100  0.000
H5 -5.6578 4.6622 -2.8063  0.000
H6 -7.2481 3.7451 -2.3637  0.000
H7 -6.5683 5.0378 -1.1727  0.000
H8 -3.8346 3.4252 -2.7667  0.000
H9 -4.1208 1.5719 -2.5709  0.000
H10 -1.9439 3.0607 -1.6119  0.000
H11 -1.3173 1.3917 0.0266  0.000
H12 -4.9442 -1.2332 -0.3199  0.000
H13 -2.1064 0.8135 2.2086  0.000
C7 2.8232 -3.3641 0.0877  0.016
C8 2.4327 -2.1168 0.9341  0.033
C9 2.1882 -0.8857 0.0132  0.016
C10 3.4648 -0.2642 -0.5347  -0.017
C11 4.4320 0.0697 0.5987  0.018
C12 4.7327 -1.1527 1.5040  0.021
N2 3.4859 -1.8562 1.9746  0.285
O5 2.9041 -1.0524 2.9731  0.637
C13 5.6502 -2.1312 0.7206  0.018
C14 5.6357 -0.6898 2.6936  -0.008
C15 1.0434 -2.5092 1.5421  -0.009
H14 2.7780 -3.1621 -0.9875  -0.001
H15 3.8167 -3.7525 0.3127  -0.010
H16 2.1639 -4.2186 0.2844  0.000
H17 1.6444 -0.1082 0.5682  0.002
H18 1.5393 -1.1620 -0.8235  0.002
H19 3.9341 -0.9366 -1.2595  0.000
H20 3.2199 0.6535 -1.0830  0.002
H21 5.3627 0.4623 0.1693  0.000
H22 4.0065 0.8878 1.1953  0.003
H23 5.8014 -3.0629 1.2784  -0.009
H24 6.6425 -1.6950 0.5546  0.000
H25 5.2728 -2.3767 -0.2744  0.001
H26 5.1821 0.1139 3.2836  0.000
H27 6.5948 -0.2992 2.3324  0.000
H28 5.8573 -1.5275 3.3666  0.000
H29 1.1386 -3.3574 2.2310  -0.003
H30 0.3446 -2.8051 0.7488  0.001
H31 0.5641 -1.6847 2.0806  0.001